1.
{"formula": "C37H49F2Zr", "method": "the ωB97M-V functional and the def2-TZVPD basis", "total_charge": -1, "e_homo_ev": -0.58, "elements": ["C", "C", "C", "C", "C", "C", "C", "C", "C", "C", "Zr", "C", "C", "C", "C", "C", "C", "C", "C", "C", "C", "C", "C", "H", "H", "H", "H", "H", "H", "H", "H", "H", "H", "H", "H", "H", "H", "H", "H", "H", "H", "H", "H", "H", "H", "H", "H", "H", "H", "H", "H", "H", "H", "H", "H", "H", "H", "H", "H", "C", "C", "C", "F", "C", "C", "C", "C", "C", "C", "F", "C", "C", "C", "C", "C", "C", "H", "H", "H", "H", "H", "H", "H", "H", "H", "H", "H", "H", "H"], "positions_angstrom": [[-0.76320, 1.87585, -1.96871], [-0.44514, 2.37368, -0.60765], [0.79866, 2.94405, -0.15801], [2.00674, 3.15047, -1.01450], [0.56170, 3.61727, 1.07933], [1.50629, 4.51146, 1.78727], [-0.76249, 3.32454, 1.48213], [-1.46866, 3.96966, 2.61872], [-1.38692, 2.49968, 0.47923], [-2.84492, 2.24958, 0.40575], [0.06853, 0.62553, 0.84009], [-1.92733, -1.16969, -0.29509], [1.63880, -0.29848, -0.45215], [0.23910, -1.08118, 2.54884], [0.85346, -2.36127, 2.09961], [0.97363, 0.10184, 2.94282], [2.47415, 0.26197, 2.95496], [0.05852, 0.93430, 3.69116], [0.47741, 2.07138, 4.55911], [-1.23340, 0.38434, 3.57198], [-2.48268, 0.89187, 4.18998], [-1.13099, -0.84060, 2.84657], [-2.21145, -1.82689, 2.75756], [-0.14262, 2.39813, -2.71094], [-0.57083, 0.80557, -2.11569], [-1.81914, 2.04075, -2.21777], [2.14782, 4.21561, -1.24831], [2.90653, 2.81208, -0.48899], [1.92084, 2.61209, -1.96225], [1.29675, 5.56155, 1.52140], [1.40114, 4.41273, 2.88209], [2.54582, 4.28036, 1.48969], [-1.78711, 4.99853, 2.36410], [-2.37134, 3.42685, 2.92405], [-0.38187, 2.47500, 5.13839], [-3.42710, 3.08635, -0.02422], [-3.08710, 1.37039, -0.19393], [-3.28542, 2.04657, 1.38963], [-1.16215, -1.93423, 0.03534], [-2.67613, -0.81346, 0.53286], [-1.92209, -0.68339, -1.31874], [2.59178, -0.40976, 0.09780], [1.32987, -1.31234, -0.78700], [1.85291, 0.30320, -1.35655], [0.32311, -3.20547, 2.55739], [0.80430, -2.51654, 1.01316], [1.91208, -2.42873, 2.38950], [2.95023, -0.68996, 3.28750], [2.90242, 0.49662, 1.95505], [2.78759, 1.05761, 3.66626], [1.23680, 1.74242, 5.29641], [0.93986, 2.88366, 3.96783], [-0.82139, 4.05664, 3.50541], [-2.95350, 0.10928, 4.79239], [-2.31164, 1.75704, 4.83102], [-3.21620, 1.19051, 3.43354], [-2.71152, -2.01945, 3.70690], [-2.99561, -1.49290, 2.09851], [-1.89071, -2.76872, 2.33895], [0.37490, -6.58049, -3.15698], [-0.56405, -5.58977, -2.58058], [-0.64999, -5.35802, -1.20264], [0.07798, -6.16680, -0.38291], [-1.46227, -4.37742, -0.65823], [-2.20978, -3.57240, -1.49379], [-2.88367, -2.33149, -0.91231], [-4.01710, -2.63047, 0.07076], [-4.18224, -3.82009, 0.79353], [-4.98552, -3.78217, 1.92517], [-4.94491, -4.84425, 2.76622], [-5.77862, -2.70163, 2.28169], [-6.54038, -2.69432, 3.54041], [-5.67508, -1.54047, 1.46840], [-4.82719, -1.51271, 0.38041], [-2.16604, -3.79154, -2.89031], [-1.31537, -4.74948, -3.41466], [0.47047, -6.42062, -4.22780], [1.37624, -6.58433, -2.72780], [-0.06039, -7.56417, -3.01211], [-1.51038, -4.24001, 0.41980], [-3.34879, -1.73275, -1.78956], [-3.67888, -4.74371, 0.52106], [-7.30613, -1.93536, 3.46947], [-7.00005, -3.66457, 3.61929], [-5.98278, -2.49566, 4.45151], [-6.30186, -0.67858, 1.68585], [-4.76442, -0.57617, -0.21450], [-2.75723, -3.15669, -3.58764], [-1.25109, -4.90178, -4.50337]], "forces_ev_per_a": [[0.13, -0.35, -0.57], [0.28, 1.35, 1.07], [-0.99, 0.58, -0.61], [0.20, 0.06, 0.15], [-0.82, -1.69, -0.27], [0.47, 0.12, 0.22], [0.27, -0.60, -0.98], [-0.12, 0.25, 0.69], [-0.13, 1.06, -0.63], [-0.97, -0.02, -0.12], [-0.25, 0.56, 2.96], [-2.36, -1.99, -0.17], [0.46, -0.63, -0.94], [0.29, 0.92, -0.12], [0.01, -0.54, -0.29], [0.66, 0.30, 0.68], [0.69, -0.44, 0.26], [-0.41, -0.64, -0.63], [0.04, 0.44, 0.25], [1.23, 0.08, -0.26], [-0.38, 0.02, -0.04], [0.59, 0.46, 0.08], [-0.61, -0.14, -0.03], [-0.23, -0.09, 0.08], [0.04, -0.02, -0.02], [0.17, 0.05, 0.06], [-0.02, -0.09, -0.01], [0.03, -0.05, -0.24], [0.13, -0.02, 0.17], [0.16, -0.17, 0.12], [0.22, 0.19, -0.46], [-0.38, 0.18, 0.29], [0.09, -0.31, -0.02], [0.21, 0.04, -0.09], [0.57, -0.13, -0.41], [0.08, 0.06, 0.04], [0.10, -0.01, -0.10], [0.16, 0.06, -0.07], [0.31, 2.06, 0.07], [2.32, 0.16, -1.96], [1.32, 0.53, 2.10], [-0.32, -0.03, -0.18], [0.24, 0.24, -0.12], [0.02, -0.29, 0.18], [0.14, -0.04, 0.03], [0.17, -0.10, 0.13], [-0.28, 0.03, -0.09], [-0.01, 0.49, -0.01], [-0.26, -0.09, 0.80], [-0.16, -0.41, -0.43], [-0.29, 0.10, -0.29], [-0.21, -0.28, 0.37], [-0.25, 0.01, -0.24], [-0.08, 0.02, 0.08], [0.03, -0.03, 0.00], [-0.06, -0.01, 0.03], [0.10, -0.12, 0.30], [-0.51, 0.12, -0.08], [0.27, -0.42, 0.01], [0.00, -0.58, -0.22], [0.20, 1.25, 0.48], [-0.27, -0.36, -0.63], [-0.20, 0.32, -0.16], [0.51, -0.58, 0.35], [-0.31, 1.43, -0.71], [-2.61, -0.63, -1.97], [0.09, 0.25, -0.40], [-0.02, 0.72, -0.19], [-0.13, 0.38, -0.25], [-0.23, -0.19, -0.11], [1.48, 1.11, -0.73], [-0.68, -0.10, 0.10], [-0.38, -1.07, 0.06], [-0.07, 0.13, -0.05], [-0.15, 0.63, 0.07], [-0.24, -0.50, 0.01], [0.02, 0.01, -0.10], [-0.11, 0.13, 0.19], [0.18, -0.43, -0.03], [0.26, -0.01, -0.16], [0.23, -1.50, 1.14], [0.10, 0.26, 0.21], [-0.38, 0.16, 0.11], [-0.44, -0.34, 0.49], [0.39, -0.06, -0.05], [0.13, -0.10, 0.12], [0.10, -0.84, 0.41], [0.48, -0.44, 0.75], [-0.01, 0.13, 0.56]], "mulliken_charge": [-1.70, -0.47, 1.64, -2.27, 0.58, -2.05, 0.95, -1.72, 1.92, -1.44, -0.95, 1.29, -1.58, 0.35, -1.69, 1.48, -1.53, 1.30, -2.02, 0.38, -2.17, 1.72, -1.59, 0.49, 0.09, 0.32, 0.40, 0.36, 0.43, 0.35, 0.48, 0.28, 0.35, 0.27, 0.25, 0.33, 0.07, 0.21, -0.59, -0.43, -0.33, 0.33, 0.34, 0.36, 0.40, -0.04, 0.27, 0.36, 0.04, 0.44, 0.44, 0.22, 0.36, 0.47, 0.28, 0.14, 0.71, -0.07, 0.20, -1.40, 0.71, -0.12, -0.39, -0.40, 0.78, 0.70, -0.52, -0.40, 0.15, -0.42, 0.62, -1.58, -0.66, -0.50, -0.97, -0.67, 0.37, 0.31, 0.29, 0.49, 0.61, 0.72, 0.41, 0.38, 0.25, 0.34, 0.28, 0.33, 0.27]}



2.
{"formula": "C38H45N8O2S3Ti", "method": "the ωB97M-V functional and the def2-TZVPD basis", "de_lowest_kj_mol": 0.00, "total_charge": 1, "e_homo_ev": -11.02, "elements": ["Ti", "C", "C", "S", "C", "C", "S", "C", "C", "S", "H", "H", "H", "H", "H", "H", "H", "H", "H", "H", "H", "H", "C", "N", "C", "N", "C", "N", "C", "C", "C", "C", "C", "C", "C", "N", "N", "C", "O", "C", "C", "C", "C", "C", "C", "N", "C", "N", "C", "N", "C", "H", "H", "H", "H", "H", "H", "H", "H", "H", "H", "H", "H", "H", "H", "H", "H", "C", "C", "C", "C", "C", "C", "C", "C", "C", "C", "C", "C", "O", "H", "H", "H", "H", "H", "H", "H", "H", "H", "H", "H", "H", "H", "H", "H", "H", "H"], "positions_angstrom": [[-0.48086, 1.87163, 0.22095], [0.87364, 3.60169, 2.90435], [0.00229, 4.72951, 2.40654], [-1.42380, 3.96110, 1.61451], [-1.89189, 5.21482, 0.40250], [-2.44138, 4.49936, -0.81388], [-1.19314, 3.35741, -1.47570], [1.96365, 5.44951, -1.84890], [2.83484, 5.15570, -0.89702], [1.40020, 2.59753, 1.49133], [1.77973, 4.00029, 3.36024], [0.35638, 3.00051, 3.65283], [-0.34327, 5.37465, 3.21441], [0.53320, 5.31364, 1.65540], [-2.62826, 5.88371, 0.84831], [-0.99546, 5.77402, 0.13665], [-3.35757, 3.95814, -0.57989], [-2.66618, 5.21712, -1.60229], [1.89515, 4.87571, -2.76457], [1.28612, 6.28991, -1.75577], [3.52389, 4.32420, -0.98589], [2.90424, 5.74043, 0.01231], [4.75567, 0.74098, -1.76441], [3.33444, 1.06484, -1.74040], [2.50735, 1.05069, -0.70631], [1.31179, 1.49712, -1.08393], [1.48795, 1.76071, -2.41433], [2.69528, 1.51348, -2.84341], [5.06718, -0.72000, -1.99427], [6.30904, -1.06687, -2.51502], [6.68026, -2.39915, -2.61914], [5.81584, -3.40132, -2.20876], [4.56648, -3.05655, -1.70878], [4.19275, -1.72014, -1.60522], [3.63360, -4.09143, -1.26628], [3.86354, -5.29114, -0.86952], [2.62341, -5.83631, -0.53330], [1.75560, -4.91674, -0.75329], [2.31574, -3.76996, -1.21820], [0.30313, -4.92986, -0.59047], [-0.31666, -5.84061, 0.26165], [-1.69246, -5.80634, 0.40514], [-2.45054, -4.86936, -0.28911], [-1.83558, -3.97502, -1.15293], [-2.63805, -2.97727, -1.94819], [-2.05733, -1.63690, -1.85695], [-1.49230, -1.05622, -0.81050], [-1.14060, 0.18984, -1.12043], [-1.53054, 0.29412, -2.43284], [-2.09257, -0.78385, -2.90428], [-0.45637, -4.01257, -1.30268], [5.16551, 1.05879, -0.80397], [5.19941, 1.36270, -2.53850], [2.78951, 0.74346, 0.28673], [0.72323, 2.17080, -3.05123], [6.99493, -0.29188, -2.83591], [7.64895, -2.65643, -3.02519], [6.09316, -4.44421, -2.27921], [3.21440, -1.47841, -1.20812], [0.28528, -6.55790, 0.80318], [-2.18059, -6.50672, 1.06942], [-3.52554, -4.83988, -0.15858], [-3.67020, -2.94047, -1.59918], [-2.64528, -3.21794, -3.01045], [-1.35414, -1.55810, 0.13102], [-1.42901, 1.18971, -3.01705], [0.03615, -3.32660, -1.98138], [-4.22302, 1.17846, -0.58397], [-4.53733, 0.85532, 0.87672], [-4.60203, 2.11201, 1.74248], [-3.64973, -0.21826, 1.48670], [-4.25978, -1.43903, 1.77936], [-3.57486, -2.48591, 2.36521], [-2.24758, -2.30613, 2.71091], [-1.58123, -1.11321, 2.45073], [-0.12787, -1.02390, 2.88040], [0.83983, -1.03700, 1.69333], [0.12244, 0.11929, 3.86211], [-2.28685, -0.08552, 1.79450], [-1.60287, 1.03534, 1.39242], [-5.03037, 1.77949, -1.00765], [-4.14117, 0.26959, -1.18268], [-3.29839, 1.74479, -0.68941], [-5.53982, 0.42082, 0.88185], [-3.62568, 2.58329, 1.83509], [-4.94755, 1.87365, 2.74920], [-5.29811, 2.83422, 1.31037], [-5.31046, -1.55409, 1.54040], [-4.07747, -3.41987, 2.57905], [-1.70585, -3.10431, 3.20457], [0.06785, -1.94942, 3.42787], [0.69313, -0.18938, 1.02050], [0.72466, -1.95024, 1.10398], [1.87287, -0.98761, 2.04490], [-0.17516, 1.07273, 3.43775], [1.18002, 0.17417, 4.12538], [-0.45094, -0.04098, 4.77611]], "forces_ev_per_a": [[-0.08, 0.31, 0.31], [0.04, -0.09, 0.08], [-0.01, 0.02, -0.01], [-0.02, 0.02, -0.08], [0.02, -0.03, -0.02], [0.03, 0.01, -0.02], [0.01, -0.12, 0.16], [0.00, 0.00, 0.04], [-0.05, -0.01, -0.01], [-0.15, -0.02, -0.04], [0.00, -0.02, 0.02], [0.02, 0.03, -0.01], [0.00, 0.01, 0.00], [0.00, 0.02, 0.00], [-0.01, 0.00, -0.02], [-0.01, 0.01, 0.00], [-0.01, 0.00, 0.01], [-0.01, -0.01, 0.00], [0.03, -0.02, 0.00], [0.01, 0.00, 0.00], [-0.01, -0.01, -0.03], [0.01, 0.00, -0.01], [-0.02, -0.03, 0.00], [0.01, 0.03, -0.04], [-0.04, 0.02, -0.03], [0.14, -0.19, 0.07], [-0.06, 0.05, 0.01], [0.03, 0.00, 0.02], [-0.01, 0.00, 0.02], [0.01, 0.00, 0.00], [0.00, 0.00, 0.00], [0.01, 0.00, 0.00], [-0.01, -0.03, 0.00], [-0.01, 0.03, 0.00], [0.03, 0.12, 0.00], [-0.11, -0.10, 0.02], [0.14, 0.03, -0.02], [-0.10, 0.06, 0.01], [0.03, -0.06, 0.00], [0.02, -0.01, 0.00], [0.02, -0.01, 0.00], [-0.01, 0.00, 0.00], [0.00, -0.01, -0.01], [0.00, 0.01, -0.01], [0.01, 0.02, 0.02], [-0.01, 0.03, -0.06], [0.06, 0.02, 0.11], [-0.08, -0.09, -0.38], [-0.04, -0.01, 0.10], [0.03, -0.06, 0.00], [-0.01, 0.00, 0.01], [0.01, 0.02, -0.01], [-0.01, 0.00, -0.02], [0.01, 0.01, -0.01], [-0.01, -0.01, 0.01], [0.00, 0.00, 0.00], [0.00, 0.00, 0.00], [0.00, 0.00, 0.00], [0.01, -0.01, -0.01], [0.00, 0.00, 0.00], [0.00, 0.00, 0.00], [0.00, 0.00, 0.00], [0.00, 0.01, 0.00], [0.00, -0.01, 0.00], [0.01, 0.01, -0.03], [0.00, 0.03, -0.01], [0.00, 0.00, 0.00], [-0.04, 0.04, 0.08], [0.04, 0.01, 0.01], [0.00, 0.00, 0.01], [-0.05, -0.08, -0.01], [0.01, 0.02, -0.01], [-0.01, 0.00, 0.00], [0.00, 0.03, 0.04], [-0.08, -0.03, 0.06], [0.03, 0.03, -0.08], [0.00, -0.06, 0.04], [-0.03, -0.03, 0.00], [0.19, 0.05, 0.03], [0.10, 0.14, -0.22], [0.01, 0.01, -0.01], [0.01, 0.00, -0.02], [0.01, -0.06, -0.02], [0.00, -0.01, 0.00], [-0.02, 0.00, -0.01], [-0.01, 0.00, 0.00], [0.00, 0.00, 0.00], [0.00, -0.01, 0.01], [0.00, 0.00, 0.00], [0.00, -0.01, -0.01], [0.01, -0.01, -0.03], [0.00, -0.03, 0.01], [0.01, -0.02, 0.00], [-0.01, 0.02, -0.01], [-0.02, 0.02, -0.03], [0.00, 0.01, 0.00], [0.00, 0.01, -0.01]], "mulliken_charge": [-0.79, -0.83, -0.55, -0.04, -0.69, -0.85, -0.11, -0.48, -0.40, -0.01, 0.52, 0.30, 0.55, 0.18, 0.54, 0.26, 0.16, 0.57, 0.25, 0.24, 0.14, 0.26, -1.30, 1.21, -1.18, 0.73, -0.86, -1.01, 1.15, -0.97, -0.60, -1.07, -0.10, -0.06, 0.59, -0.47, -0.51, 0.23, -0.08, 0.32, -1.00, -0.88, -0.55, 0.51, -1.08, 1.29, -1.69, 1.40, -0.85, -1.35, 0.32, 0.33, 0.50, 0.73, 0.53, 0.44, 0.41, 0.52, 0.54, 0.54, 0.43, 0.45, 0.31, 0.39, 0.67, 0.52, 0.66, -0.94, 0.33, -1.38, 1.09, -1.37, -1.42, -0.81, 0.37, 0.10, -0.83, -1.38, 0.69, 1.33, 0.57, 0.17, -0.32, 0.69, 0.11, 0.37, 0.41, 0.46, 0.44, 0.46, 0.71, 0.25, 0.14, 0.75, -0.29, 0.46, 0.51]}



| no. | total energy (eV) | orbital gap (eV) |
| --- | --- | --- |
| 1 | -45876.6432 | 3.23 |
| 2 | -111771.1822 | 7.46 |